Below is 2 unconnected molecules or ions with the total composition C2H4O3 in a non-equilibrium geometry, with properties calculated with ωB97M-V/def2-TZVPD.

Last column: natural (NBO) charge in e.
CARTESIAN COORDINATES (ANGSTROEM)
1 O 1.125 -0.145 -1.513  -0.5467
2 H -0.879 -0.056 -0.150  0.4970
3 H 1.302 0.120 1.937  0.1235
4 O -0.378 -0.732 1.228  -0.5350
5 O -1.081 0.036 -1.117  -0.7629
6 H -0.221 0.842 2.685  0.1273
7 C 0.068 -0.191 -1.995  0.6474
8 H -0.138 0.055 -3.033  0.1344
9 C 0.201 0.072 1.959  0.3150

- frontier orbital gap (eV) = 10.4
- HOMO energy (eV) = -10.52
- energy relative to the best compared isomer or geometry (same formula, charge and spin) (kJ/mol) = 189.76
- energy (a.u.) = -304.269412
- structure (SMILES) = O=CO.C=O
- LUMO energy (eV) = -0.11